Entry 1
Molecular formula: C7H36O12
Method: DFT, ωB97M-V/def2-TZVPD

```
! RIJCOSX wB97M-V def2-TZVPD def2/J DEFGRID3
* xyz 0 1
O 2.26535 3.38976 0.35040
H 4.03966 1.54834 -2.07711
H 3.27115 -2.39100 -3.22586
H 2.00139 -3.47335 -2.72009
O -2.26191 3.55489 -2.03757
H -3.24852 0.75916 0.66722
H -1.31522 3.54922 -2.19908
H -4.37414 -0.00303 -1.58869
H -0.34980 -0.98223 0.12861
H 1.52973 -1.61501 2.43635
H -0.47013 1.06041 -1.53329
H 1.07550 1.28470 -2.48948
O -1.70858 2.84225 3.07502
H -0.78061 3.08473 3.02841
C 0.95806 -3.58432 0.27709
H -1.19639 0.19998 2.30700
H 0.70172 -1.70042 -3.55304
H -0.51200 2.14363 0.91402
H 2.87087 -2.52140 -1.53707
C 0.15892 -1.43673 -0.72472
C 1.45944 -1.32241 -2.87641
H -0.58760 -3.37674 -1.20724
O -2.60503 1.00240 1.35344
O -0.48722 -0.39251 2.60870
H 4.31861 0.84251 -0.74464
H -3.02667 -1.80861 -2.91797
H 2.11327 -0.56358 -3.30335
H 1.39823 1.44157 3.79057
O -2.81778 -2.09441 -2.01657
O -4.54654 -0.03762 -0.64103
H -0.59509 -0.47823 3.56143
H 1.86039 -0.14246 2.24480
H 1.01875 1.10140 -0.70649
H 0.80178 -4.63918 0.47748
O 2.24662 -0.97953 2.51384
C 2.43820 -2.48871 -2.52836
O -2.71282 -2.65296 2.02816
C 0.12211 -2.92950 -0.51249
H 2.26010 2.89608 -0.48132
O 2.31541 1.56664 4.05291
H 2.79764 0.86358 3.60561
H 1.76421 -3.10135 0.80594
O -0.62837 2.85568 0.28280
C 0.57473 0.79830 -1.65780
H -1.86845 -2.19046 1.94870
C 0.80050 -0.70676 -1.64391
H 2.97434 2.93707 0.82195
H -2.36441 -1.28657 -1.72829
H -4.61658 -0.99594 -0.51966
H -3.08332 1.65953 1.86422
O 3.89367 0.72473 -1.60030
H 0.00775 3.56597 0.40591
H -3.32942 -1.94553 2.24553
H -2.39567 2.85859 -1.38758
H -2.15580 3.30943 2.36329
*
```

Lowest unoccupied orbital energy = -0.0060 Eh
Gap between HOMO and LUMO = 8.82 eV
HOMO level = -0.3302 Ha

Entry 2
Molecular formula: C7H36O12
Method: DFT, ωB97M-V/def2-TZVPD

```
! RIJCOSX wB97M-V def2-TZVPD def2/J DEFGRID3
* xyz 0 1
C 0.82075 1.08720 0.29589
H 1.20434 5.04837 -1.53579
H -3.32920 0.26098 2.17862
C -0.67088 0.50282 -1.60111
H 2.92196 -3.74527 0.53026
C 1.66762 3.39637 -0.31933
H 0.82103 1.56977 1.32136
H 1.31531 -2.76397 1.83994
H -1.35367 0.31316 0.28418
O -1.61918 -3.19274 1.75324
H 1.31739 0.08988 0.53481
H -0.11715 -0.67450 2.94667
H 2.76842 -2.95694 -2.69358
H 1.76286 -2.87570 -0.40906
H 2.76791 3.77150 -0.57403
H 0.55860 -0.32991 -5.19130
C 2.89351 1.40023 -0.97357
O -0.28652 1.29097 -2.70494
H -2.12114 -3.21476 0.78665
H -0.44478 -0.16654 4.46139
O -2.07280 -3.00387 -1.09389
O -2.26703 1.61005 2.19259
H -1.92875 -3.98723 2.10083
H -3.97570 -0.65047 -0.34834
H -2.63359 -2.36132 -1.45673
H 1.85576 -1.68543 -2.82098
O 2.30135 -2.29990 -2.31300
H -0.01916 -2.46010 2.48191
C 1.84782 1.92769 -0.35201
O 1.23183 -0.03118 -4.43884
H 1.94075 -1.21649 3.50631
H 1.45879 3.88838 0.58878
H -3.97581 0.31062 -1.37809
O 2.11942 -3.19225 0.44836
H -0.35448 4.21055 -1.18922
C 0.74121 4.03853 -1.35542
C -0.62416 1.09296 -0.22134
O 0.83000 -2.17784 2.58189
H 0.93320 3.58383 -2.42635
O -4.29258 -0.59682 -1.19488
H 0.11395 -0.28708 -1.76029
H -2.16398 2.45339 2.41347
H -1.17490 1.97035 -0.24123
H 0.34649 1.92786 -2.48424
O 2.26391 -0.36547 3.98545
H -2.94002 -1.39543 1.97348
H 0.55762 0.55326 -3.97397
O -0.46248 0.11950 3.43342
H 3.09075 0.36858 -0.94652
H 3.56246 2.02646 -1.46247
H -2.36020 -3.95111 -1.34570
H -1.47267 1.01435 2.44099
H 1.91234 0.38187 3.56606
H -1.64435 0.10286 -1.90026
O -3.62219 -0.73000 2.05992
*
```

Lowest unoccupied orbital energy = 0.0026 Eh
SMILES string = C=C(CC)CCCO.O.O.O.O.O.O.O.O.O.O.O
Gap between HOMO and LUMO = 9.53 eV
HOMO level = -0.3475 Ha

Most stable structure, least stable structure: entry 1, entry 2.

Entry 1
Molecular formula: CH4NO4P
Method: DFT, ωB97M-V/def2-TZVPD

```
! RIJCOSX wB97M-V def2-TZVPD def2/J DEFGRID3
* xyz -2 1
P 0.80725 -0.59832 2.07847
C -0.59272 0.81698 -1.44026
H -0.49770 1.58600 -0.80790
H 0.06098 1.20919 2.72602
O 1.40300 -0.82277 0.66140
H 0.77094 -0.34245 -0.38190
H -1.30710 0.84094 -2.34480
O 0.61261 1.13544 1.95500
O 1.77827 -0.79406 3.17662
N 0.16658 -0.17323 -1.34946
O -0.62019 -1.17520 2.31057
*
```

Lowest unoccupied orbital energy = 0.2585 Eh
Gap between HOMO and LUMO = 6.76 eV
HOMO level = 0.0102 Ha

Entry 2
Molecular formula: CH4NO4P
Method: DFT, ωB97M-V/def2-TZVPD

```
! RIJCOSX wB97M-V def2-TZVPD def2/J DEFGRID3
* xyz -2 1
H -1.23784 -0.00800 -0.48400
O 1.77907 -1.95110 0.55968
O 2.13541 -0.17173 2.34840
H 0.00701 -1.16482 -0.41786
C -0.14837 -0.20098 -0.63850
O 4.10685 -0.85166 0.83183
H 0.75961 0.29843 1.05491
H -0.02330 0.08962 -1.72902
N 0.65440 0.74715 0.15602
O 2.03134 0.50669 -0.23727
P 2.63200 -0.76673 1.01857
*
```

Lowest unoccupied orbital energy = 0.2654 Eh
SMILES string = CNOP(=O)([O-])[O-]
Gap between HOMO and LUMO = 6.70 eV
HOMO level = 0.0192 Ha

Most stable structure, least stable structure: entry 1, entry 2.

Entry 1
Molecular formula: C3H5NS3
Method: DFT, ωB97M-V/def2-TZVPD

```
! RIJCOSX wB97M-V def2-TZVPD def2/J DEFGRID3
* xyz 0 1
S -0.43009 -1.03569 -0.84555
H -0.81464 -1.52165 2.70756
H -2.28130 0.29424 -0.49853
C 1.12643 -0.31815 -1.25654
H 0.63857 -1.00694 1.95540
N -0.42109 -1.01831 1.88123
S -1.28499 0.44629 1.88160
H 2.01568 -0.76679 -1.44159
C 1.06715 0.98280 -1.29785
H 2.02196 1.49013 -1.64471
C -1.23137 0.55777 -0.42905
S -0.40631 1.89631 -1.01197
*
```

Lowest unoccupied orbital energy = 0.0197 Eh
Gap between HOMO and LUMO = 8.14 eV
HOMO level = -0.2795 Ha

Entry 2
Molecular formula: C3H5NS3
Method: DFT, ωB97M-V/def2-TZVPD

```
! RIJCOSX wB97M-V def2-TZVPD def2/J DEFGRID3
* xyz 0 1
C -0.23109 1.72961 -0.26900
N 0.93851 0.34892 1.33871
H -2.09995 0.04751 -0.46318
H -1.38450 -1.55938 0.16138
H 0.45200 -1.93631 -1.14039
C -0.11024 0.40350 0.46807
C -1.00508 -0.53041 -0.27841
H -0.31614 1.77893 -1.44446
H 2.76382 -1.26203 1.59351
S -0.25341 -0.92739 -1.88097
S 0.18467 3.23579 0.28796
S 1.06141 -1.32874 1.62678
*
```

Lowest unoccupied orbital energy = -0.0414 Eh
Gap between HOMO and LUMO = 7.53 eV
HOMO level = -0.3180 Ha

Most stable structure, least stable structure: entry 1, entry 2.